ORCA calculation (ωB97M-V with the def2-TZVPD basis set) on a structure of composition C44H38AsCrIN4O2PS in a non-equilibrium geometry.

The geometry in XYZ format:
```
93
Properties=species:S:1:pos:R:3:mulliken_spin:R:1
Cr -0.10104 -0.93594 -0.33304 3.329
C -0.99940 -0.51327 5.32075 0.000
C -1.88960 -1.22287 4.34480 -0.003
C -3.10573 -1.69791 4.83080 0.000
C -3.99605 -2.39874 4.04232 -0.001
C -3.67428 -2.66394 2.72160 0.003
C -2.48515 -2.18493 2.21453 -0.002
C -1.59010 -1.45096 2.99804 -0.072
P -0.07964 -1.04034 2.02820 -0.067
C 0.83878 0.25132 2.91548 -0.029
C 2.12441 0.03512 3.40501 0.028
C 2.80038 1.05386 4.05236 0.002
C 2.21447 2.30218 4.16856 -0.003
C 0.97274 2.54298 3.60517 0.002
C 0.26618 1.52946 2.97637 0.011
C -1.07695 1.76883 2.36003 -0.015
C 0.82345 -2.58475 2.33110 0.050
C 1.21424 -3.00922 3.59947 -0.007
C 1.91742 -4.18771 3.74448 -0.002
C 2.19590 -4.96420 2.62826 -0.002
C 1.76528 -4.56660 1.37567 0.008
C 1.07127 -3.36946 1.20276 0.012
C 0.59181 -2.92721 -0.13063 -0.261
H -1.04091 -1.01383 6.28666 0.000
H -1.33726 0.51274 5.46507 0.000
H 0.03206 -0.48105 4.99087 0.000
H -3.35054 -1.50862 5.86588 0.000
H -4.92523 -2.75470 4.45952 0.000
H -4.34604 -3.23230 2.09683 0.000
H -2.21645 -2.38848 1.18290 0.029
H 2.59399 -0.92966 3.27062 0.001
H 3.78519 0.87127 4.45647 0.000
H 2.73730 3.09806 4.67656 0.000
H 0.54984 3.53491 3.65563 0.000
H -1.35304 2.81986 2.40825 0.000
H -1.84355 1.18278 2.87057 0.003
H -1.07309 1.45150 1.30559 0.029
H 0.99261 -2.41076 4.47136 0.001
H 2.25095 -4.50191 4.72379 0.000
H 2.75627 -5.88128 2.73881 0.000
H 1.96432 -5.18465 0.51176 0.001
H -0.21786 -3.59231 -0.45199 -0.008
H 1.39844 -3.05675 -0.86172 -0.004
S 2.14796 -0.25587 -0.18021 -0.039
C 2.16443 1.49216 0.06284 0.010
C 3.14161 2.03226 0.89341 0.010
C 3.21568 3.39567 1.10458 0.001
C 2.32153 4.24951 0.47786 0.000
C 1.37955 3.72957 -0.39470 -0.003
C 1.30439 2.36216 -0.62345 0.045
As 0.01889 1.54822 -1.83433 -0.030
C 1.36237 0.69272 -2.99710 -0.016
C 1.02415 -0.48116 -3.65757 0.033
C 1.94800 -1.24960 -4.33705 0.001
C 3.25103 -0.79115 -4.43281 -0.001
C 3.60629 0.40497 -3.83040 -0.002
C 2.67427 1.13470 -3.11309 -0.001
C -0.44007 3.01970 -3.11012 0.003
C -1.75058 3.49683 -3.09195 -0.001
C -2.21045 4.35981 -4.07156 0.000
C -1.36462 4.75430 -5.09367 0.000
C -0.05270 4.31276 -5.10855 0.000
C 0.40692 3.45186 -4.12681 0.000
H 3.84075 1.35831 1.36220 -0.002
H 3.98202 3.79390 1.75597 0.000
H 2.36654 5.31503 0.65053 0.000
H 0.70068 4.39067 -0.92557 0.000
H -0.92617 -0.09963 -3.41569 0.000
H 1.63635 -2.18594 -4.77825 0.000
H 3.99115 -1.38043 -4.95257 0.000
H 4.61797 0.77588 -3.90373 0.000
H 2.98369 2.03912 -2.60174 0.000
H -2.41201 3.17835 -2.28903 -0.001
H -3.23295 4.70562 -4.04740 0.000
H -1.73271 5.39158 -5.88289 0.000
H 0.61119 4.62660 -5.90041 0.000
H 1.43307 3.10756 -4.15950 0.000
O -0.36914 -1.60376 -2.25704 -0.050
N -0.33373 -0.96787 -3.46325 0.023
C -0.86946 -1.79174 -4.54081 0.002
C -1.06393 -3.12633 -4.28034 0.000
N -1.24454 -4.23429 -4.00012 0.000
C -1.28955 -1.11493 -5.66024 0.000
N -1.64231 -0.49658 -6.57235 0.000
N -3.02322 -2.34734 -1.70498 0.019
C -3.02245 -1.07312 -1.27449 -0.005
O -2.09992 -0.62137 -0.56733 -0.036
C -4.18750 -0.20095 -1.57969 -0.002
I -5.56479 -0.21715 0.12607 0.001
H -2.12071 -2.81702 -1.71026 0.011
H -3.70128 -2.67872 -2.37070 -0.001
H -4.76660 -0.51876 -2.43963 0.000
H -3.86450 0.83337 -1.67762 0.000
```

The charge is 0. As for the expectation value of S²: 3.87. The spin multiplicity is 4. The value obtained for the maximum force is 0.033 Eh/bohr. As for the energy relative to the best compared isomer or geometry (same formula, charge and spin): 1.886 eV. The value obtained for the HOMO-LUMO gap (spin up / spin down) is 6.5 / 6.5 eV. The HOMO energy (spin up / spin down) comes out at -7.2859 / -7.2890 eV. For the total energy, the calculation gives -173783.229 eV.